No. 1
{
  "formula": "C27H28AsN5O2Tc",
  "method": "ωB97M-V with the def2-TZVPD basis set",
  "elements": ["Tc", "O", "C", "N", "C", "C", "C", "C", "C", "C", "N", "C", "C", "C", "C", "C", "N", "H", "H", "H", "H", "H", "H", "H", "H", "H", "H", "C", "C", "C", "C", "C", "C", "N", "N", "C", "C", "C", "C", "C", "C", "H", "H", "H", "H", "H", "H", "H", "H", "H", "C", "As", "C", "C", "O", "H", "H", "H", "H", "H", "H", "H", "H", "H"],
  "xyz": [[-0.231000, -0.406500, -0.025000], [3.229000, -0.118400, 2.099200], [2.137200, -0.409600, 1.653000], [1.588400, 0.080300, 0.522800], [2.387800, 0.973800, -0.263700], [1.581500, 1.425800, -1.441600], [2.024000, 2.450700, -2.268700], [1.278600, 2.806900, -3.378600], [0.128000, 2.077400, -3.654600], [-0.265600, 1.086100, -2.776400], [0.417400, 0.786800, -1.662800], [1.207900, -1.368700, 2.332600], [1.628400, -2.110500, 3.426600], [0.718000, -2.947200, 4.053200], [-0.587100, -2.987800, 3.578400], [-0.918900, -2.234500, 2.461700], [-0.035500, -1.455400, 1.833900], [3.309400, 0.468900, -0.600800], [2.725600, 1.823600, 0.346700], [2.945400, 2.957700, -2.031200], [1.586000, 3.626400, -4.011200], [-0.458400, 2.277800, -4.535400], [-1.156600, 0.505300, -2.970600], [2.654600, -2.021800, 3.749900], [1.025400, -3.551600, 4.892900], [-1.334600, -3.603000, 4.056200], [-1.925600, -2.263900, 2.060000], [-5.846300, 0.569400, -0.968900], [-4.711200, 1.364900, -1.048200], [-3.447600, 0.808000, -0.963800], [-3.312900, -0.576300, -0.813200], [-4.466700, -1.374800, -0.732600], [-5.720000, -0.805400, -0.816700], [-2.046800, -1.177700, -0.768100], [-2.055800, -2.432800, -0.987200], [-0.863900, -3.064100, -1.021600], [-0.804200, -4.438400, -1.287000], [0.431300, -5.051100, -1.344800], [1.587600, -4.297300, -1.160100], [1.515300, -2.944000, -0.843000], [0.299100, -2.278400, -0.767900], [-6.827000, 1.015000, -1.040500], [-4.817900, 2.428400, -1.200400], [-2.574200, 1.439500, -1.056400], [-4.344000, -2.439400, -0.607000], [-6.607000, -1.419500, -0.767600], [-1.720200, -4.986700, -1.446100], [0.490800, -6.111700, -1.535000], [2.554300, -4.771300, -1.241000], [2.432000, -2.408300, -0.634000], [-3.645900, 1.226200, 2.553900], [-1.856800, 1.997800, 2.395300], [-0.808000, 1.679200, 4.007600], [-1.946100, 3.907200, 2.046000], [-1.072500, 1.286900, 1.123000], [-4.102300, 1.474400, 3.509900], [-3.567500, 0.142600, 2.462000], [-4.276100, 1.608800, 1.748300], [-1.208600, 2.275900, 4.824100], [0.225800, 1.971700, 3.812600], [-0.841200, 0.623200, 4.281200], [-2.454800, 4.423600, 2.858200], [-2.484700, 4.083800, 1.114400], [-0.929200, 4.293500, 1.953000]],
  "atomic_forces_ev_per_a": [[0.6, 0.4, 0.4], [-0.3, -0.2, -0.2], [0.4, -0.1, 0.5], [-0.2, 0.0, -0.2], [0.4, 0.3, -0.1], [0.5, 0.3, 0.1], [-0.2, -0.2, 0.0], [-0.1, -0.2, 0.3], [0.0, -0.2, 0.2], [-0.4, 0.1, -0.5], [0.1, 0.0, 0.2], [0.4, -0.3, 0.6], [-0.2, 0.2, -0.3], [-0.1, 0.1, -0.2], [0.1, 0.2, -0.1], [-0.4, -0.3, 0.2], [0.1, 0.1, 0.1], [-0.2, 0.2, 0.0], [-0.1, -0.1, -0.2], [0.1, 0.0, 0.0], [0.0, 0.0, -0.1], [-0.1, 0.0, -0.1], [-0.1, 0.0, 0.1], [0.0, 0.1, 0.0], [0.0, 0.0, 0.1], [-0.1, 0.0, 0.0], [0.1, 0.0, -0.1], [0.1, 0.1, 0.0], [-0.2, 0.0, 0.0], [0.3, -0.4, -0.1], [-1.6, 0.5, 0.1], [0.3, 0.1, 0.1], [0.0, 0.2, 0.0], [0.3, -1.2, 0.0], [-1.3, 0.6, -0.4], [1.5, 0.2, 0.3], [-0.2, 0.4, 0.0], [0.2, 0.0, -0.1], [-0.3, -0.2, 0.0], [0.1, 0.7, 0.2], [-0.2, -0.5, -0.1], [-0.1, 0.1, 0.0], [0.0, 0.1, 0.0], [0.1, 0.0, 0.1], [-0.1, 0.0, 0.0], [0.0, -0.1, 0.0], [-0.1, 0.0, 0.0], [0.1, -0.1, -0.1], [0.1, 0.0, 0.0], [0.1, 0.0, -0.1], [0.3, 0.3, 0.0], [-0.6, 0.4, 1.0], [-0.3, 0.1, -0.3], [0.0, -0.3, 0.1], [0.8, -1.1, -1.5], [0.1, 0.1, 0.1], [0.1, 0.1, 0.0], [0.2, 0.0, 0.0], [0.0, 0.0, 0.0], [-0.1, 0.0, -0.1], [-0.1, 0.1, -0.1], [0.0, -0.1, 0.1], [0.0, -0.1, 0.1], [-0.1, -0.1, 0.0]],
  "e_lumo_ev": [-6.76, -7.90],
  "s_squared": 3.788,
  "spin_multiplicity": 4,
  "orbital_gap_ha": [0.2650, 0.2264],
  "charge": 2
}

---

No. 2
{
  "formula": "C27H28BN5O6RhS2",
  "method": "ωB97M-V with the def2-TZVPD basis set",
  "elements": ["Rh", "O", "N", "C", "C", "C", "C", "C", "S", "H", "H", "H", "H", "N", "C", "C", "C", "C", "C", "C", "S", "O", "O", "N", "C", "N", "C", "C", "C", "N", "H", "H", "H", "H", "H", "H", "H", "H", "H", "C", "C", "O", "H", "H", "H", "C", "C", "C", "C", "C", "C", "C", "C", "O", "B", "O", "C", "C", "H", "H", "H", "H", "H", "H", "H", "H", "H", "H", "H", "H"],
  "xyz": [[-1.049932, 0.588295, 0.854006], [-1.173228, 2.416764, 1.716561], [-2.345673, 3.066471, 1.549933], [-2.602122, 3.952356, 2.535369], [-3.715517, 4.737533, 2.522171], [-4.596481, 4.582910, 1.440640], [-4.329377, 3.674062, 0.464355], [-3.174157, 2.843074, 0.484507], [-2.805394, 1.703353, -0.704862], [-1.850050, 3.945779, 3.308442], [-3.891835, 5.424271, 3.335429], [-5.500576, 5.176303, 1.384106], [-4.997404, 3.524004, -0.371766], [0.553293, -4.984099, 6.142504], [-0.350560, -4.110143, 5.514772], [-0.133433, -2.733638, 5.553782], [-1.032519, -1.867012, 4.963126], [-2.164656, -2.363729, 4.331061], [-2.389882, -3.730662, 4.289084], [-1.491687, -4.601132, 4.885421], [-3.283150, -1.261825, 3.529550], [-3.273028, -0.017020, 4.256579], [-4.532026, -1.971050, 3.397780], [-2.605795, -0.950511, 2.118765], [-2.322224, -1.830490, 1.166403], [-1.555923, -1.245996, 0.166947], [-1.198662, -1.974763, -0.871141], [-1.575355, -3.301028, -0.989256], [-2.293419, -3.823310, 0.086021], [-2.668525, -3.132716, 1.145217], [1.491101, -4.614875, 6.187798], [0.557959, -5.912282, 5.748187], [0.755707, -2.340183, 6.033030], [-0.850347, -0.801518, 4.974502], [-3.273155, -4.105709, 3.788855], [-1.676633, -5.669521, 4.857306], [-0.601893, -1.486183, -1.633726], [-1.297972, -3.900514, -1.842027], [-2.572239, -4.874483, 0.079381], [1.471569, 1.342734, 2.218405], [0.506872, 0.148690, 2.046222], [0.762784, -0.847588, 2.677266], [1.886066, 1.314284, 3.228133], [1.012174, 2.304088, 2.010558], [2.285406, 1.180373, 1.505715], [2.521081, 0.881963, -6.649646], [3.476517, 1.428459, -5.580935], [4.891720, 0.936372, -5.891594], [3.488058, 2.961032, -5.656584], [2.990702, 0.961478, -4.205487], [3.588465, -0.104278, -3.535849], [3.118405, -0.571949, -2.303126], [2.024000, 0.059546, -1.768827], [1.366154, -0.191049, -0.603158], [0.287555, 0.743321, -0.523791], [0.353942, 1.558540, -1.689028], [1.413117, 1.119017, -2.422499], [1.872776, 1.586040, -3.630243], [2.813421, 1.219863, -7.648361], [1.499528, 1.218367, -6.462973], [2.518608, -0.209891, -6.645529], [5.225496, 1.357632, -6.842627], [4.942892, -0.149460, -5.984283], [5.598730, 1.242313, -5.117703], [3.957237, 3.287452, -6.587948], [4.047438, 3.391360, -4.823779], [2.482371, 3.382042, -5.636527], [4.450386, -0.594111, -3.965793], [3.595848, -1.397631, -1.792718], [1.367432, 2.410176, -4.116120]],
  "atomic_forces_ev_per_a": [[-1.1, -0.1, -0.6], [0.1, 0.6, 0.1], [0.3, -0.4, 0.0], [-0.1, 0.0, 0.0], [0.0, -0.1, -0.1], [-0.2, 0.3, 0.2], [0.2, -0.4, -0.3], [0.0, 0.6, 0.5], [0.1, -0.4, 0.3], [0.0, 0.0, 0.0], [-0.1, 0.0, 0.0], [0.0, 0.0, 0.0], [0.0, 0.0, 0.0], [0.0, 0.0, 0.0], [0.0, 0.0, 0.0], [0.0, 0.0, 0.0], [0.0, 0.0, 0.0], [0.1, -0.1, 0.1], [-0.1, -0.1, 0.0], [0.0, 0.0, 0.0], [-0.2, -0.2, 0.0], [0.0, -0.1, 0.0], [-0.1, 0.1, 0.0], [0.3, 0.5, -0.5], [0.2, 0.2, 0.0], [0.5, -0.8, 0.7], [-0.1, -0.1, -0.3], [-0.2, 0.0, 0.3], [0.1, -0.1, -0.3], [0.0, 0.2, 0.0], [0.0, 0.0, 0.0], [0.0, 0.0, 0.0], [0.0, 0.0, 0.0], [0.0, 0.0, 0.0], [0.0, 0.1, 0.0], [0.0, 0.0, 0.0], [0.0, 0.0, 0.1], [0.0, 0.0, 0.0], [0.0, 0.0, 0.0], [0.0, -0.2, 0.0], [0.1, 0.6, 0.2], [-0.4, -0.4, -0.2], [0.0, 0.0, 0.0], [-0.1, 0.0, 0.0], [0.0, 0.0, 0.0], [-0.1, 0.0, -0.1], [0.0, 0.0, 0.0], [0.1, 0.0, 0.0], [0.0, 0.1, 0.0], [0.0, 0.0, 0.0], [0.0, 0.1, 0.0], [0.0, 0.0, -0.1], [0.0, -0.1, 0.1], [0.1, 0.1, -0.1], [0.4, 0.1, -0.4], [-0.1, 0.0, 0.2], [0.0, 0.1, -0.1], [0.0, 0.0, 0.0], [0.0, 0.0, 0.0], [0.0, 0.0, 0.0], [0.0, 0.0, 0.0], [0.0, 0.0, 0.0], [0.0, 0.0, 0.0], [0.0, 0.0, 0.0], [0.0, 0.0, 0.0], [0.0, 0.0, 0.0], [0.0, 0.0, 0.0], [0.0, 0.0, 0.0], [0.0, 0.0, 0.0], [0.0, 0.0, 0.0]],
  "e_lumo_ev": 2.32,
  "orbital_gap_ha": 0.2561,
  "e_above_lowest_kcal_mol": 14.25,
  "charge": -1
}